Here is a cluster of 2 separate species, C4H7O2 in total from the OMol25 dataset. Energies are from ωB97M-V/def2-TZVPD.

Geometry as XYZ:
```
13
Properties=species:S:1:pos:R:3:forces:R:3
H -1.810721 -0.766305 4.231800 0.61 -0.22 0.00
C -3.516084 -1.970759 4.231800 -2.03 -3.55 0.00
O -4.262802 -1.069741 4.231800 0.96 1.06 0.00
C -3.230731 -3.341899 4.231800 -1.28 1.53 0.00
C -2.025376 -3.977621 4.231800 0.66 1.30 0.00
C -1.823181 -5.392260 4.231800 0.42 -1.18 0.00
H -4.194810 -3.923703 4.231800 0.88 0.84 0.00
H -1.174276 -3.351474 4.231800 0.70 0.41 0.00
H -0.799243 -5.719184 4.231800 0.52 0.16 0.00
H -2.297334 -5.891241 5.023378 -0.59 -0.59 1.82
H -2.297334 -5.891241 3.440222 -0.59 -0.59 -1.82
O -0.939523 -1.210185 4.231800 0.44 2.36 0.00
H -0.349495 -0.399856 4.231800 -0.71 -1.54 0.00
```
Positions in Å, forces in eV/Å.

Summary:
Lowest unoccupied orbital energy (alpha / beta) in eV: -0.0371 / 0.1062
2S+1: 2
Max |F| in eV/A: 4.08
E in hartree: -306.9732
Energy above the lowest of the compared OMol25 structures with the same formula, charge and spin in kcal/mol: 42.4
⟨S²⟩: 0.78
Gap between HOMO and LUMO (alpha / beta) in Ha: 0.2228 / 0.3640


Here is an isolated molecule of C5H8O from the OMol25 dataset. Energies are from ωB97M-V/def2-TZVPD.

Geometry as XYZ:
```
14
Properties=species:S:1:pos:R:3:forces:R:3
C 0.327747 -0.964999 -0.476471 0.05 -0.40 -0.03
C -1.077592 -0.415734 -0.239792 -0.48 -0.06 -0.04
C -0.985896 0.874345 0.526584 -0.23 0.44 -0.52
O 0.009388 0.792133 1.564880 0.46 0.35 0.14
C 1.107146 1.151580 0.850605 0.63 -0.74 0.61
C 1.395203 0.068924 -0.159237 0.18 0.33 -0.17
H 0.441702 -1.294509 -1.511343 -0.02 -0.06 0.11
H 0.475561 -1.845946 0.146972 -0.01 0.01 -0.01
H -1.577182 -0.229111 -1.192385 -0.13 0.01 0.06
H -1.668562 -1.146628 0.313856 -0.08 0.06 -0.03
H -1.889538 1.247672 1.005341 -0.04 -0.24 -0.07
H -0.628134 1.688025 -0.134628 -0.52 -0.08 -0.10
H 1.836190 0.495026 -1.061445 0.12 0.16 0.10
H 2.233971 -0.420778 0.367061 0.05 0.24 -0.04
```
Positions in Å, forces in eV/Å.

Summary:
Lowest unoccupied orbital energy in eV: 0.6973
Max |F| in eV/A: 1.15
E in hartree: -270.4148
Energy above the lowest of the compared OMol25 structures with the same formula, charge and spin in kcal/mol: 89.8
Gap between HOMO and LUMO in Ha: 0.3226


Here is a structure of composition C13H21AgF2N2O3PS2 from the OMol25 dataset. Energies are from ωB97M-V/def2-TZVPD.

Geometry as XYZ:
```
45
Properties=species:S:1:pos:R:3:forces:R:3
Ag -2.280690 -2.291683 1.409060 -0.01 0.03 -0.03
C 1.515539 1.700893 2.473547 0.02 0.00 -0.03
C 0.018655 1.793257 2.674766 0.01 0.03 -0.05
O -0.466289 2.574100 3.497405 -0.01 0.01 0.00
N -0.719075 1.018089 1.867264 -0.01 -0.02 0.04
C -2.177790 1.067968 1.872346 0.05 0.02 -0.02
C -2.739695 0.715983 0.531045 -0.05 0.04 -0.06
C -3.330191 1.674128 -0.247247 0.01 -0.01 -0.01
C -3.833919 1.374215 -1.536128 -0.01 0.01 0.01
C -3.631530 0.035218 -1.972091 0.01 -0.01 -0.02
C -3.027049 -0.873262 -1.156285 0.01 -0.02 -0.01
N -2.590860 -0.601351 0.125324 -0.01 0.00 0.05
H 2.005587 1.842031 3.435888 0.00 -0.01 0.00
H 1.817171 2.517389 1.812838 0.00 0.00 0.00
H 1.817161 0.758250 2.016012 -0.01 0.02 0.01
H -0.259968 0.340946 1.265402 0.00 -0.01 0.03
H -2.462395 2.083704 2.142731 -0.02 -0.02 0.04
H -2.568045 0.392017 2.645139 0.02 -0.04 -0.02
H -3.387443 2.684260 0.146746 0.00 0.00 0.00
H -4.286613 2.127642 -2.166070 0.00 0.00 0.00
H -3.931929 -0.283376 -2.964470 0.01 0.00 0.00
H -2.843715 -1.883135 -1.502255 0.01 0.00 0.00
C 5.497275 -0.861647 -1.260296 0.00 0.00 0.00
C 4.154415 -0.735011 -0.570605 0.00 0.01 0.01
O 3.179135 -1.343661 -1.401598 -0.02 0.05 0.02
P 1.599520 -1.266682 -0.941672 -0.04 0.04 0.05
S 0.601013 -2.182224 -2.351932 0.05 -0.01 -0.01
S 1.417487 -1.720811 0.964497 0.03 -0.18 -0.03
O 1.354667 0.348531 -0.972198 0.06 0.01 -0.02
C 1.269501 1.047444 -2.214097 -0.09 0.02 0.00
C -0.138857 1.572370 -2.396527 0.02 0.00 0.01
H 6.284032 -0.413587 -0.647954 0.00 0.00 0.00
H 5.480528 -0.360507 -2.229747 0.00 0.00 0.00
H 5.738796 -1.912764 -1.425230 0.00 0.00 0.00
H 3.900086 0.318094 -0.405135 0.00 0.00 0.00
H 4.160425 -1.226525 0.406057 0.00 0.00 0.00
H 1.543679 0.384768 -3.038456 0.00 -0.01 0.01
H 1.998364 1.864922 -2.168658 0.00 0.00 0.01
H -0.840973 0.741043 -2.458454 -0.02 -0.01 -0.01
H -0.209828 2.169262 -3.311097 -0.01 -0.01 0.00
H -0.434424 2.191378 -1.547713 0.01 0.00 0.00
F -3.546769 -4.454969 3.037976 0.01 0.01 0.02
C -2.251367 -3.974949 2.694286 -0.03 0.08 0.02
F -1.613357 -5.122907 2.192382 0.00 0.00 -0.02
H -1.780265 -3.828852 3.675201 0.02 -0.02 -0.01
```
Positions in Å, forces in eV/Å.

Summary:
Lowest unoccupied orbital energy (alpha / beta) in eV: 4.8228 / 4.8220
2S+1: 2
Max |F| in eV/A: 0.18
E in hartree: -2327.7446
Net charge: -2
Energy above the lowest of the compared OMol25 structures with the same formula, charge and spin in kcal/mol: 0.0
⟨S²⟩: 0.76
Gap between HOMO and LUMO (alpha / beta) in Ha: 0.1385 / 0.2535


Here is a cluster of 2 separate species, C4H10OS2 in total from the OMol25 dataset. Energies are from ωB97M-V/def2-TZVPD.

Geometry as XYZ:
```
17
Properties=species:S:1:pos:R:3:forces:R:3
O -1.196575 3.805437 -2.288828 0.79 -0.43 0.88
H -0.318475 3.385707 -2.433818 -0.92 0.46 0.18
H -1.287355 3.859047 -1.310489 0.15 -0.04 -1.05
S 0.296805 -1.449402 -1.150809 0.47 0.89 0.24
S -0.080955 -0.192542 2.083860 0.65 -0.87 0.23
C -0.285555 0.215278 -0.641709 -1.01 -0.18 -0.67
C -1.101915 0.206398 0.649820 0.02 -0.63 -0.55
C 1.483484 -1.717731 0.203701 -0.31 -0.36 0.57
C 0.729765 -1.833571 1.553540 0.40 0.59 -0.25
H 0.511245 0.983678 -0.652449 -0.24 -0.57 0.17
H -1.046105 0.508608 -1.390689 0.64 -0.18 -0.16
H -1.882964 -0.577302 0.614851 0.27 0.49 -0.32
H -1.611474 1.189068 0.662721 0.41 -0.41 0.89
H 2.276694 -0.948102 0.266461 -0.54 -0.24 -0.24
H 1.972434 -2.688721 -0.005029 -0.22 0.44 0.03
H 1.492814 -2.041081 2.328240 -0.56 0.30 -0.09
H 0.048135 -2.704771 1.510630 0.01 0.75 0.12
```
Positions in Å, forces in eV/Å.

Summary:
Lowest unoccupied orbital energy in eV: 0.4969
Max |F| in eV/A: 1.26
SMILES: C1CSCCS1.O
E in hartree: -1030.0043
Energy above the lowest of the compared OMol25 structures with the same formula, charge and spin in kcal/mol: 17.3
Gap between HOMO and LUMO in Ha: 0.3369